# 1
# C59H62Ge2N5P2STi

C59H62Ge2N5P2STi as an isolated structure in a non-equilibrium geometry (wB97M-V/def2-TZVPD, the OMol25 dataset).

Summary:
HOMO (alpha / beta) (eV): -3.586 / -4.183
Spin multiplicity: 3
Orbital gap (alpha / beta) (eV): 5.82 / 5.79
Lowest unoccupied orbital energy (alpha / beta) (Ha): 0.0819 / 0.0591
Total charge: -1

Each line ends with the Löwdin charge.
Cartesian coordinates (Å):
1 Ge 0.198 -0.818 3.350  0.849
2 Ge 1.673 -0.817 0.589  0.921
3 Ti -1.138 -0.641 0.783  0.613
4 S -3.048 -1.556 3.748  0.583
5 P -1.140 2.251 1.420  1.107
6 P 0.068 -0.448 -2.515  0.828
7 N -1.805 -3.319 2.069  -0.036
8 N -2.486 -4.112 4.064  0.038
9 N -1.868 -2.422 1.015  -0.177
10 N -0.156 -0.165 -1.009  -0.349
11 N -2.700 -0.801 -0.907  0.003
12 C 2.770 0.717 -0.159  -0.335
13 C 0.084 -4.526 -4.783  -0.089
14 C 4.838 -2.424 1.224  -0.056
15 C -1.118 5.938 3.319  -0.093
16 C -0.841 4.905 2.433  -0.082
17 C -5.260 1.976 1.365  -0.094
18 C 1.861 -2.536 -0.471  -0.363
19 C 4.180 1.152 -3.989  -0.093
20 C 0.779 -3.470 4.638  -0.197
21 C -0.365 -4.484 -3.474  -0.067
22 C -3.998 2.524 1.367  -0.133
23 C 0.136 0.960 4.328  -0.379
24 C -1.083 0.381 -3.717  -0.251
25 C -3.360 0.087 -1.644  -0.134
26 C 2.181 -1.037 3.329  -0.312
27 C -2.148 2.455 -4.368  -0.068
28 C 2.786 -0.673 -3.287  -0.106
29 C 4.016 -0.195 -3.711  -0.093
30 C -4.608 -1.612 -2.762  -0.072
31 C 0.441 3.452 -0.504  -0.111
32 C 0.122 -2.122 -3.352  -0.290
33 C -5.395 0.585 1.357  -0.086
34 C -2.536 4.478 4.582  -0.077
35 C 2.850 -1.221 2.199  -0.353
36 C -1.578 4.788 -1.842  -0.107
37 C 5.153 -1.069 3.162  -0.046
38 C -2.975 0.289 1.286  -0.318
39 C -1.976 5.734 4.387  -0.102
40 C 0.575 -2.177 -4.672  -0.123
41 C 7.027 -2.238 2.207  -0.116
42 C 6.185 -2.750 1.231  -0.094
43 C -0.880 3.282 -0.092  -0.364
44 C 3.110 2.019 -3.830  -0.077
45 C 1.246 1.922 3.911  -0.201
46 C 6.499 -1.400 3.178  -0.100
47 C -3.951 -2.544 -2.004  -0.019
48 C 0.195 -2.092 4.968  -0.377
49 C 1.509 -3.742 0.399  -0.166
50 C 0.564 -3.367 -5.379  -0.079
51 C -1.889 3.945 -0.785  -0.083
52 C 4.223 0.412 -0.517  -0.152
53 C -2.371 -3.038 3.209  -0.952
54 C -2.770 1.819 -5.432  -0.090
55 C -1.755 -0.255 -4.760  -0.082
56 C -0.258 4.963 -2.237  -0.096
57 C -2.589 0.457 -5.608  -0.087
58 C 0.751 4.280 -1.574  -0.097
59 C 4.287 -1.568 2.181  -0.243
60 C -1.429 3.655 2.596  -0.339
61 C -2.873 1.682 1.308  -0.422
62 C -3.036 -2.108 -1.022  -0.297
63 C -2.266 3.449 3.696  -0.110
64 C -4.285 -0.228 1.323  -0.194
65 C -1.333 1.736 -3.508  -0.108
66 C -0.335 -3.292 -2.763  -0.084
67 C 1.878 1.536 -3.412  -0.087
68 C 1.692 0.181 -3.152  -0.273
69 C -2.528 -2.953 -0.019  -0.109
70 C -4.329 -0.253 -2.562  -0.059
71 H -4.150 -3.605 -2.091  0.111
72 H -3.403 2.377 -6.111  0.098
73 H -0.896 2.217 -2.641  0.074
74 H -0.741 -5.384 -3.001  0.105
75 H 1.782 4.392 -1.890  0.103
76 H 3.234 3.075 -4.034  0.100
77 H -5.349 -1.913 -3.492  0.102
78 H 2.672 -1.729 -3.083  0.103
79 H 7.136 -1.000 3.959  0.094
80 H -1.872 -4.889 3.865  0.076
81 H 4.291 -0.441 -1.192  0.045
82 H -2.208 6.546 5.064  0.094
83 H 4.851 -0.876 -3.817  0.109
84 H 2.675 -1.171 4.298  0.066
85 H 2.228 1.487 4.106  0.050
86 H 4.807 0.183 0.371  0.054
87 H 0.924 -3.384 -6.401  0.101
88 H 1.054 2.227 -3.299  0.076
89 H -0.657 -3.274 -1.733  0.086
90 H 0.669 -4.169 5.475  0.058
91 H -0.840 1.416 4.165  0.001
92 H 0.931 -1.275 -5.153  0.115
93 H -3.878 3.599 1.444  0.100
94 H 4.760 -0.403 3.919  0.104
95 H -4.838 0.510 -3.132  0.103
96 H 1.175 2.873 4.450  0.064
97 H -0.788 -2.168 5.427  0.010
98 H 1.196 2.136 2.840  0.018
99 H -1.646 -1.316 -4.924  0.097
100 H 0.506 -3.638 0.817  0.036
101 H 2.755 1.481 0.626  0.048
102 H -0.023 5.611 -3.072  0.101
103 H -0.168 5.084 1.604  0.099
104 H -0.670 6.911 3.160  0.097
105 H 8.080 -2.492 2.203  0.090
106 H 0.302 -3.902 3.758  0.035
107 H -3.107 1.127 -1.474  0.117
108 H -4.438 -1.301 1.341  0.077
109 H 4.685 1.269 -1.016  0.068
110 H -3.204 4.306 5.417  0.102
111 H 2.203 -3.831 1.238  0.058
112 H -2.924 3.803 -0.505  0.092
113 H 0.064 -5.454 -5.340  0.098
114 H -2.376 5.310 -2.356  0.102
115 H 4.200 -2.839 0.459  0.078
116 H 1.540 -4.676 -0.173  0.066
117 H 1.843 -3.379 4.415  0.049
118 H -2.303 3.513 -4.207  0.090
119 H -6.386 0.144 1.381  0.098
120 H 2.249 1.125 -1.020  0.002
121 H 1.228 2.919 0.018  0.082
122 H 2.859 -2.644 -0.903  0.042
123 H -2.838 -3.991 0.038  0.126
124 H -3.105 -0.064 -6.406  0.102
125 H 0.212 0.751 5.398  0.057
126 H 1.170 -2.469 -1.297  -0.026
127 H -2.589 -3.870 5.033  0.056
128 H 0.841 -1.589 5.695  0.047
129 H -2.721 2.480 3.852  0.111
130 H 5.140 1.524 -4.326  0.100
131 H -6.134 2.616 1.390  0.093
132 H 6.577 -3.410 0.465  0.096

# 2
# C6H12O

An isolated molecule of C6H12O in a non-equilibrium geometry (wB97M-V/def2-TZVPD, the OMol25 dataset).

Summary:
HOMO (eV): -9.094
Orbital gap (eV): 10.06
Lowest unoccupied orbital energy (Ha): 0.0354

Each line ends with the Löwdin charge.
Cartesian coordinates (Å):
1 O -3.408 -0.909 -1.692  -0.064
2 C -2.824 -0.113 -0.706  -0.293
3 C 2.713 1.107 0.543  -0.163
4 C -0.566 -0.670 0.265  -0.111
5 C 2.062 -0.158 0.028  -0.247
6 C -1.262 0.068 -0.723  -0.022
7 C 0.717 -0.388 0.884  -0.217
8 H -1.208 -1.338 0.788  0.080
9 H 0.942 -0.946 1.749  0.086
10 H -3.214 -1.794 -1.483  0.055
11 H -3.164 -0.634 0.264  0.126
12 H 3.712 1.363 0.089  0.079
13 H -3.345 0.825 -0.756  0.099
14 H 2.146 2.033 0.119  0.096
15 H 1.778 -0.026 -1.027  0.096
16 H -0.971 0.793 -1.486  0.096
17 H 0.563 0.602 1.437  0.123
18 H 2.522 1.178 1.644  0.075
19 H 2.807 -0.990 0.065  0.105

# 3
# C19H27ClIN8OSTc

C19H27ClIN8OSTc as an isolated structure (wB97M-V/def2-TZVPD, the OMol25 dataset).

Summary:
HOMO (alpha / beta) (eV): -17.398 / -16.778
Spin multiplicity: 2
Orbital gap (alpha / beta) (eV): 7.47 / 3.52
Lowest unoccupied orbital energy (alpha / beta) (Ha): -0.3648 / -0.4873
Total charge: +3

Each line ends with the Löwdin charge.
Cartesian coordinates (Å):
1 I -3.010 -3.868 -2.073  1.358
2 Tc 0.210 -0.278 -0.109  1.125
3 Cl -5.706 0.846 -3.406  0.911
4 S 0.040 0.109 2.027  0.752
5 O -1.065 -1.559 -0.721  -0.273
6 N 2.064 0.442 -0.654  -0.183
7 N 4.013 -0.209 -0.950  -0.243
8 N -2.511 0.874 2.465  0.057
9 N 2.891 -0.604 -0.472  0.089
10 N -1.273 1.025 -0.771  -0.034
11 N 5.097 -1.013 -1.054  0.197
12 N 4.022 1.018 -1.451  0.187
13 N -0.923 2.481 2.875  0.054
14 C -3.402 2.420 -1.961  0.052
15 C -1.323 2.344 -0.769  -0.055
16 C 0.441 3.008 3.105  -0.178
17 C -2.146 -1.064 -1.352  -0.405
18 C -3.109 -1.195 3.705  -0.180
19 C -2.380 3.082 -1.348  0.017
20 C -2.298 0.332 -1.374  -0.124
21 C 0.910 2.794 4.539  -0.189
22 C -4.211 -1.209 -2.613  -0.040
23 C -3.009 -0.511 2.346  -0.194
24 C -5.387 -0.170 4.267  -0.092
25 C 2.779 1.406 -1.258  -0.128
26 C -3.386 0.994 -1.998  -0.134
27 C 0.204 3.643 5.595  -0.231
28 C -3.957 -0.435 4.726  -0.249
29 C -4.358 0.202 -2.622  -0.561
30 C -3.098 -1.827 -1.975  -0.619
31 C -1.253 1.274 2.473  -0.619
32 C -1.277 3.330 5.819  -0.098
33 H -3.187 1.518 2.864  0.160
34 H 2.405 2.373 -1.544  0.133
35 H 0.323 4.701 5.347  0.120
36 H 0.412 4.070 2.858  0.137
37 H -5.887 -1.097 3.982  0.088
38 H -2.347 -1.062 1.677  0.076
39 H -3.987 -0.438 1.871  0.123
40 H -3.538 -2.186 3.534  0.130
41 H 1.109 2.517 2.399  0.082
42 H -1.607 3.716 6.782  0.090
43 H -5.440 0.510 3.411  0.061
44 H 0.820 1.730 4.785  0.116
45 H -5.970 0.284 5.066  0.087
46 H -4.217 2.957 -2.428  0.127
47 H 5.939 -0.456 -1.163  0.141
48 H 1.977 3.026 4.558  0.127
49 H -4.961 -1.815 -3.107  0.116
50 H -3.468 0.507 4.998  0.092
51 H -0.496 2.856 -0.291  0.127
52 H -2.101 -1.356 4.099  0.115
53 H 5.132 -1.698 -0.308  0.137
54 H -1.467 2.253 5.821  0.070
55 H -1.929 3.809 5.080  0.062
56 H 0.737 3.498 6.535  0.121
57 H -2.350 4.161 -1.309  0.135
58 H -3.972 -1.019 5.648  0.123
59 H -1.655 3.025 3.323  0.136

# 4
# C3H7NSi

A 2-piece molecular cluster, C3H7NSi overall in a non-equilibrium geometry (wB97M-V/def2-TZVPD, the OMol25 dataset).

Summary:
HOMO (alpha / beta) (eV): -9.581 / -9.049
Orbital gap (alpha / beta) (eV): 8.33 / 7.93
Lowest unoccupied orbital energy (alpha / beta) (Ha): -0.0459 / -0.0411

Each line ends with the Löwdin charge.
Cartesian coordinates (Å):
1 Si 0.980 0.851 -0.192  0.667
2 N 3.701 -0.213 0.112  0.076
3 C 2.635 0.085 0.020  -0.475
4 C -1.860 -0.232 -0.128  -0.218
5 C -0.371 -0.521 -0.030  -0.437
6 H -0.276 -1.042 -1.005  0.061
7 H 0.703 1.578 -1.443  -0.051
8 H -2.319 0.567 0.569  0.089
9 H -0.004 -1.290 0.800  0.112
10 H -2.498 -1.120 0.241  0.093
11 H -2.267 -0.049 -1.081  0.036
12 H 1.576 1.387 2.137  0.047

# 5
# C2H5NO

An isolated molecule of C2H5NO in a non-equilibrium geometry (wB97M-V/def2-TZVPD, the OMol25 dataset).

Summary:
HOMO (eV): -9.427
Orbital gap (eV): 10.40
Lowest unoccupied orbital energy (Ha): 0.0359

Each line ends with the Löwdin charge.
Cartesian coordinates (Å):
1 O -1.651 -0.139 1.499  0.042
2 N 1.095 -0.317 -0.666  -0.021
3 C -0.750 0.381 0.883  -0.266
4 C -0.333 -0.001 -0.493  -0.241
5 H -0.201 1.153 1.450  0.120
6 H -0.586 0.799 -1.175  0.110
7 H 1.764 0.350 -0.296  0.063
8 H 1.298 -1.242 -0.316  0.064
9 H -0.637 -0.985 -0.888  0.128

# 6
# C4H5NO2

An isolated molecule of C4H5NO2 in a non-equilibrium geometry (wB97M-V/def2-TZVPD, the OMol25 dataset).

Summary:
HOMO (eV): -9.417
Orbital gap (eV): 9.89
Lowest unoccupied orbital energy (Ha): 0.0172

Each line ends with the Löwdin charge.
Cartesian coordinates (Å):
1 O -1.339 -0.159 1.476  -0.069
2 O -0.478 2.235 0.791  -0.032
3 N 0.094 1.633 -0.282  0.042
4 C -0.168 -0.591 0.828  -0.186
5 C 1.419 -0.886 -2.317  0.129
6 C 0.893 -0.246 -1.441  -0.075
7 C 0.268 0.370 -0.283  -0.300
8 H -0.225 -1.608 0.460  0.119
9 H 1.825 -1.418 -3.138  0.025
10 H -0.811 1.564 1.440  0.082
11 H -2.101 -0.282 0.877  0.128
12 H 0.621 -0.611 1.590  0.137